Model A:
# CH10O3S2

A cluster of 4 separate species, CH10O3S2 in total (ωB97M-V with the def2-TZVPD basis set, OMol25).

XYZ file:
```
16
Properties=species:S:1:pos:R:3:mulliken_charge:R:1
O 1.89289 0.08229 2.95934 -0.608
O 0.86940 -2.06480 -4.07352 -0.615
H 1.00131 0.30102 3.19398 0.307
S -0.11747 2.50135 -0.73588 -0.083
H -0.84710 -2.46287 1.24434 0.315
H -1.19838 2.45206 1.41190 0.237
H -2.13923 -1.72087 0.96818 0.310
H -0.07913 -2.00277 -4.09304 0.305
H -0.82601 0.84098 0.67449 0.103
H -2.29687 2.02243 0.09796 0.301
H 2.04227 -0.80590 3.22601 0.301
O -1.37921 -1.73129 1.57837 -0.630
H 1.01755 -1.56425 -4.88086 0.311
H 2.29674 1.47169 -1.18618 0.139
C -1.35171 1.78227 0.56461 -0.520
S 1.11496 0.89867 -0.94969 -0.173
```

Summary:
* highest occupied orbital energy: -7.89 eV
* SMILES string: CSS.O.O.O
* orbital gap: 8.371 eV



Model B:
# CH10O3S2

A cluster of 4 separate species, CH10O3S2 in total (ωB97M-V with the def2-TZVPD basis set, OMol25).

XYZ file:
```
16
Properties=species:S:1:pos:R:3:mulliken_charge:R:1
S -1.66577 0.60282 0.09864 -0.045
H 0.96109 -0.52052 -0.94385 0.254
O 4.00836 -1.05850 2.18361 -0.606
H -0.83259 2.15523 -2.58725 0.304
H -1.85683 0.19798 2.37679 0.334
H -0.40892 1.36300 1.95353 0.264
O 1.81567 -0.24831 -0.57872 -0.563
H -0.36965 -0.46747 1.80677 0.307
H -2.53720 -1.95696 -0.34680 0.169
H 3.96832 -0.14303 1.84292 0.300
O 0.13059 2.12753 -2.55420 -0.609
H 0.41839 1.69386 -3.36324 0.313
S -1.31916 -1.38299 -0.53691 -0.294
H 2.04867 0.51676 -1.13387 0.318
H 4.36095 -0.77893 3.02489 0.304
C -0.95716 0.44447 1.82046 -0.750
```

Summary:
* highest occupied orbital energy: -9.10 eV
* SMILES string: CSS.O.O.O
* orbital gap: 9.466 eV



The least stable of them is model A.



Model A:
# C6H17N2

The ion C6H17N2 with charge +1 (ωB97M-V with the def2-TZVPD basis set, OMol25).

XYZ file:
```
25
Properties=species:S:1:pos:R:3:mulliken_charge:R:1
H 0.22255 0.70411 -0.94563 0.400
H -1.66888 -1.75077 -0.83072 0.255
C -0.74324 -1.87152 -1.39633 -1.113
C 0.48701 -2.00448 -0.48008 -0.378
H -1.41205 0.90949 -0.57044 0.399
H 1.48095 -0.42256 1.79189 0.390
H 0.15388 1.59210 1.64324 0.385
C -1.14910 -0.10463 1.57454 -1.661
H 0.42831 2.96494 -1.31394 0.375
H -0.71528 -1.03092 -2.09048 0.306
H -1.46742 -1.07439 1.18432 0.254
C 1.29455 0.00615 0.79908 -1.030
H -0.97952 -2.79121 -1.92052 0.375
C -0.06887 0.75883 0.99538 0.361
H -2.02832 0.44013 1.92081 0.419
H -1.19206 3.19160 -0.88705 0.366
H 0.12145 -2.26892 0.50384 0.205
H -0.79972 -0.59805 2.49985 0.411
H 1.99166 0.79463 0.66864 0.469
C -0.27761 2.71231 -0.54861 -0.899
H 1.07689 -2.78854 -0.88690 0.455
H 0.09504 3.16430 0.35782 0.315
H 2.13978 -0.78848 -0.84470 0.199
N -0.47224 1.24648 -0.39995 0.053
N 1.23501 -0.74196 -0.42118 -0.311
```

Summary:
* highest occupied orbital energy: -13.56 eV
* SMILES string: CCNC[C@H](C)[NH2+]C
* charge: +1
* orbital gap: 10.878 eV



Model B:
# C6H17N2

The ion C6H17N2 with charge +1 (ωB97M-V with the def2-TZVPD basis set, OMol25).

XYZ file:
```
25
Properties=species:S:1:pos:R:3:mulliken_charge:R:1
C 1.49632 2.79597 1.77441 -1.165
H -0.28110 0.49943 2.07744 0.220
H -0.00187 2.64293 0.28622 0.208
H 0.20627 -1.73752 0.73631 0.349
N -1.67399 -1.30906 -1.45034 -0.235
H 0.22120 -3.24927 -1.74942 0.395
H 0.84359 3.64305 2.00780 0.315
H -2.33996 -1.57810 -0.68777 0.385
C 0.75128 1.97929 0.77625 -0.063
N -0.22813 0.90310 1.16503 -0.185
C -0.54523 -0.56161 -0.84531 -0.078
H 1.37159 1.42431 0.04002 0.165
H -1.49794 1.32538 -0.50252 0.384
H 2.41059 3.25241 1.41496 0.336
H -1.51976 -2.13715 -2.05638 0.334
H -2.01505 0.06042 0.75655 0.563
H 1.60006 2.30508 2.74596 0.312
C 0.55978 -1.45495 -0.28595 -0.338
H -0.10783 -0.03639 -1.73247 0.203
C 0.91500 -2.64432 -1.17438 -1.343
C -1.14799 0.53636 0.22429 -1.116
H -2.35721 -0.72111 -2.00388 0.422
H 1.44062 -0.83789 -0.15940 0.224
H 1.59632 -2.45715 -2.00772 0.369
H 1.39815 -3.28446 -0.44873 0.339
```

Summary:
* highest occupied orbital energy: -12.08 eV
* SMILES string: CCNC[C@H]([NH3+])CC
* charge: +1
* orbital gap: 8.583 eV



The least stable of them is model B.



Model A:
# C6H17N2

A cluster of 2 separate species, C6H17N2 in total (ωB97M-V with the def2-TZVPD basis set, OMol25).

XYZ file:
```
25
Properties=species:S:1:pos:R:3:mulliken_charge:R:1
H -2.92024 1.45114 -2.11389 0.243
C 2.56947 -0.60888 -0.92602 -1.282
H -0.33314 -0.31333 2.89747 0.341
H -4.78218 0.62020 -1.03850 0.279
C -1.65252 0.56114 -0.64812 0.061
C 0.87089 -0.39048 1.02465 -0.060
H 0.70947 0.68099 0.81763 0.264
H 2.45900 0.46976 -1.34168 0.209
H 2.97481 -0.09216 1.15577 0.348
H 0.26469 1.22465 -1.19897 0.348
N -0.44424 0.55992 -1.54767 -0.269
H -1.28434 0.48995 0.38074 0.360
N -4.11911 1.12924 -0.46939 -0.542
H 0.12122 -1.01997 0.45977 0.356
C 2.28371 -0.72701 0.57480 -0.251
C 0.67903 -0.61041 2.52091 -1.616
C -2.83148 1.00532 -1.09958 -0.492
H 2.51584 -1.75202 0.86381 0.346
H 1.35097 0.02661 3.11384 0.365
H 0.80681 -1.64221 2.84535 0.374
H -4.13317 0.70552 0.44987 0.265
H 1.94725 -1.30342 -1.51271 0.315
H -0.69032 0.76768 -2.51129 0.394
H 3.61940 -0.87815 -1.13705 0.361
H 0.01817 -0.35409 -1.55974 0.284
```

Summary:
* highest occupied orbital energy: -13.64 eV
* charge: +1
* orbital gap: 10.382 eV



Model B:
# C6H17N2

A cluster of 2 separate species, C6H17N2 in total (ωB97M-V with the def2-TZVPD basis set, OMol25).

XYZ file:
```
25
Properties=species:S:1:pos:R:3:mulliken_charge:R:1
H 0.52315 1.38660 2.68786 0.242
H -0.59731 -1.11527 3.21575 0.300
N -0.98835 0.85270 -2.85390 -0.534
H 1.99303 1.72463 -2.30132 0.323
H -0.35561 -3.15345 0.35227 0.321
H 0.84942 2.71196 -3.10799 0.394
C 0.02450 -1.26598 1.30378 0.009
H 0.14575 -1.04839 -1.21027 0.737
N 0.03849 -0.63954 2.58617 -0.332
H -1.23709 -2.84037 1.81790 0.385
H -1.07016 0.95270 3.40874 0.342
H 0.46309 -3.27490 1.97272 0.342
C -0.37161 0.77060 2.59933 -0.794
C -0.04157 1.20459 -1.78525 1.020
H 1.03712 -1.05303 0.89361 0.203
H -0.88051 1.02889 1.66308 0.189
H -1.82946 0.42924 -2.47420 0.279
H -0.53206 0.21855 -3.50355 0.294
H 1.16943 2.99274 -1.41630 0.328
C 1.02907 2.21811 -2.16842 -1.293
H -0.63615 -0.76052 0.57088 0.179
C -0.25005 -2.73973 1.35633 -1.298
C 0.51464 -0.06539 -1.31640 -1.042
H -0.60006 1.55443 -0.89994 0.174
H 1.60229 -0.08916 -1.39088 0.231
```

Summary:
* highest occupied orbital energy: -12.29 eV
* charge: +1
* orbital gap: 4.979 eV



The least stable of them is model B.



Model A:
# CH10NO2

A structure of composition CH10NO2 (ωB97M-V with the def2-TZVPD basis set, OMol25).

XYZ file:
```
14
Properties=species:S:1:pos:R:3:mulliken_charge:R:1
H -1.13066 0.15918 -1.77270 0.377
H -0.94062 -2.69455 -0.56189 0.340
O 0.60187 0.53431 1.58302 -0.529
H 0.04323 1.06454 -1.04699 0.357
H -0.18915 2.91998 -0.72351 0.338
O -0.27361 0.01108 -1.32709 -0.453
H 0.06542 -1.33554 0.09918 0.235
H 0.92441 1.10652 0.88860 0.385
H 0.25655 -2.87265 0.68869 0.319
C -0.55529 -2.20918 0.33259 -0.899
N 0.43786 2.10791 -0.58149 -0.467
H -1.31147 -2.12952 1.10024 0.290
H 0.76876 0.97127 2.41759 0.337
H 1.30269 2.36666 -1.09624 0.370
```

Summary:
* highest occupied orbital energy: -15.91 eV
* charge: +1
* orbital gap: 5.054 eV



Model B:
# CH10NO2

A structure of composition CH10NO2 (ωB97M-V with the def2-TZVPD basis set, OMol25).

XYZ file:
```
14
Properties=species:S:1:pos:R:3:mulliken_charge:R:1
H 0.66444 0.63876 -1.32641 0.066
H -1.18339 0.92533 2.52897 0.349
H 0.21162 0.34441 1.52313 0.477
N -0.43583 -2.05312 0.73023 -0.237
C 0.08287 1.00546 -2.18210 -0.790
H 0.06664 0.36686 -3.05541 0.283
H -0.91178 1.27201 -1.82429 0.236
H 0.55604 1.95961 -2.42485 0.292
H 1.97673 0.86693 1.06914 0.319
O 1.14145 0.45792 0.77214 -0.475
H -0.60446 -3.05162 0.80165 0.294
H 0.50655 -1.68606 0.77920 0.306
O -0.85593 0.36317 1.80210 -0.453
H -1.21496 -1.40965 0.80651 0.332
```

Summary:
* highest occupied orbital energy: -15.98 eV
* charge: +1
* orbital gap: 4.751 eV



The least stable of them is model B.



Model A:
# C4H7Br

A cluster of 2 separate species, C4H7Br in total (ωB97M-V with the def2-TZVPD basis set, OMol25).

XYZ file:
```
12
Properties=species:S:1:pos:R:3:mulliken_charge:R:1
C -0.18892 0.46798 1.21316 -1.189
H -0.75228 0.33079 2.24175 0.257
Br -3.28573 -2.47141 -0.49958 -0.195
C -1.02797 -0.14955 0.09380 0.083
H -2.12684 -0.17317 0.31161 0.253
H 0.11204 1.47089 1.12443 0.312
C -0.42034 -1.24203 -0.61198 -1.071
H -0.67943 0.33164 -2.31075 0.344
C -0.54622 -0.21893 -1.35471 0.128
H -0.17732 -2.29485 -0.62816 0.554
H 0.68974 -0.16881 1.27540 0.314
H -2.03825 -3.02974 -0.78574 0.210
```

Summary:
* highest occupied orbital energy: -9.55 eV
* SMILES string: CC1C=C1.Br
* orbital gap: 10.390 eV



Model B:
# C4H7Br

An isolated molecule of C4H7Br (ωB97M-V with the def2-TZVPD basis set, OMol25).

XYZ file:
```
12
Properties=species:S:1:pos:R:3:mulliken_charge:R:1
C -1.14681 -0.43687 0.47717 -0.607
H 1.78496 -1.17808 -1.11102 0.321
C 0.01351 -0.00657 -0.43404 0.770
H 0.84541 -1.89838 0.14583 0.424
Br -2.90947 0.02831 0.02454 -0.134
H -0.55200 2.08532 -0.45117 0.426
H -1.15983 -0.38771 1.59065 0.361
C -0.01056 1.40132 0.04226 -1.146
C 1.18424 -0.98873 -0.19575 -1.412
H 0.19992 1.72751 1.03025 0.358
H 1.80420 -0.48915 0.41987 0.417
H -0.05357 0.14303 -1.53860 0.221
```

Summary:
* highest occupied orbital energy (spin up / spin down): -8.03 / -8.14 eV
* orbital gap (spin up / spin down): 8.236 / 8.310 eV



The least stable of them is model B.



Model A:
# C2H3NO3S

An isolated molecule of C2H3NO3S (ωB97M-V with the def2-TZVPD basis set, OMol25).

XYZ file:
```
10
Properties=species:S:1:pos:R:3:mulliken_charge:R:1
C 0.68644 0.92614 0.90011 -0.599
H 0.22749 1.31650 1.74905 0.388
S -0.48725 0.77208 -0.37465 1.122
H -0.20636 -2.60865 -0.93208 0.402
O -0.29088 -0.68465 -1.13546 -0.298
C -0.04201 -1.72405 -0.37846 0.260
O -1.78118 0.88324 0.30916 -0.588
N 0.36888 -1.67044 0.78442 -0.424
H 1.70643 1.18840 0.58120 0.311
O -0.18156 1.60143 -1.50329 -0.574
```

Summary:
* highest occupied orbital energy (spin up / spin down): -11.15 / -10.75 eV
* orbital gap (spin up / spin down): 9.230 / 9.233 eV



Model B:
# C2H3NO3S

A structure of composition C2H3NO3S (ωB97M-V with the def2-TZVPD basis set, OMol25).

XYZ file:
```
10
Properties=species:S:1:pos:R:3:mulliken_charge:R:1
S -1.31427 0.35376 -0.05476 0.958
C 0.97855 -1.31786 -0.05650 0.196
N 1.38191 -0.10597 -0.26695 -0.505
O -2.13517 0.37677 1.13005 -0.436
O -0.24071 -1.60935 0.20506 -0.560
H 0.42744 1.79689 -0.64192 0.345
H 0.75674 1.17497 1.11874 0.302
H 1.59391 -2.19100 -0.12145 0.419
O -1.99554 0.59729 -1.32030 -0.452
C 0.54714 0.92450 0.00803 -0.268
```

Summary:
* highest occupied orbital energy: -10.19 eV
* orbital gap: 8.960 eV



Model C:
# C2H3NO3S

A structure of composition C2H3NO3S (ωB97M-V with the def2-TZVPD basis set, OMol25).

XYZ file:
```
10
Properties=species:S:1:pos:R:3:mulliken_charge:R:1
C 1.57643 0.67927 0.33097 0.228
H -1.90775 -0.82583 -1.90697 0.361
O 0.75784 1.73975 0.22855 -0.524
H 1.17340 -1.42030 -0.04033 0.443
H 2.57541 0.96823 0.77433 0.347
C 0.91447 -0.42383 -0.15463 -0.636
N -1.10515 0.34191 1.10105 0.266
S -0.61936 0.39344 -0.61323 0.313
O -1.36808 -1.01676 -1.11603 -0.498
O -1.99721 -0.43587 1.39629 -0.301
```

Summary:
* highest occupied orbital energy (spin up / spin down): -8.77 / -8.77 eV
* orbital gap (spin up / spin down): 7.774 / 7.775 eV



The least stable of them is model C.



Model A:
# C2H3NO3S

An isolated molecule of C2H3NO3S (ωB97M-V with the def2-TZVPD basis set, OMol25).

XYZ file:
```
10
Properties=species:S:1:pos:R:3:mulliken_charge:R:1
C 0.42560 0.50292 1.76336 -0.068
O -1.39472 -1.01912 1.45513 -0.519
O -0.34370 1.44464 1.51586 -0.118
H 1.07856 -0.90879 0.25646 0.307
H 0.49344 -1.99768 -1.14818 0.275
N 0.41078 -1.51670 -0.19920 -0.479
O -2.12109 -0.66728 -0.91212 -0.572
C -0.06422 0.78218 0.36811 -0.217
S -1.09163 -0.70081 0.12089 1.031
H 0.37766 1.19557 -0.50762 0.359
```

Summary:
* highest occupied orbital energy: -10.48 eV
* orbital gap: 10.675 eV



Model B:
# C2H3NO3S

A cluster of 2 separate species, C2H3NO3S in total (ωB97M-V with the def2-TZVPD basis set, OMol25).

XYZ file:
```
10
Properties=species:S:1:pos:R:3:mulliken_charge:R:1
O 1.08990 1.37885 1.20031 -0.391
H -0.73129 -1.33825 1.06883 0.259
N -0.07586 -0.63715 1.49429 -0.115
S -0.85437 1.25151 -2.60123 0.358
C 0.39330 0.46687 0.91678 0.427
C 0.13485 0.11996 -1.87262 -0.395
O -0.21421 -1.00878 2.88375 -0.393
H 0.63078 -0.61644 -2.32874 0.402
H 0.61634 -0.58535 3.29751 0.347
O -0.98943 0.96879 -4.05890 -0.498
```

Summary:
* highest occupied orbital energy (spin up / spin down): -9.66 / -9.05 eV
* orbital gap (spin up / spin down): 8.738 / 7.482 eV



The least stable of them is model B.



Model A:
# C4H8NOP

An isolated molecule of C4H8NOP (ωB97M-V with the def2-TZVPD basis set, OMol25).

XYZ file:
```
15
Properties=species:S:1:pos:R:3:mulliken_charge:R:1
C 1.66923 -1.15963 -0.28179 -1.147
O 1.62538 2.40862 0.34926 -0.495
C 0.49284 -0.20392 -0.53966 -0.364
C 0.44203 2.20435 0.68064 -0.146
H -0.21261 2.85162 1.17789 0.351
H 0.41986 0.17993 -1.54736 0.450
N -1.91469 1.51686 -1.24218 -0.452
H -1.88512 2.05539 1.38228 0.014
H -2.59683 0.37189 1.05329 0.043
P -1.83355 1.26071 0.33102 0.287
H 2.15822 -1.30374 -1.22695 0.330
H -0.40459 -0.88495 -0.53973 0.310
C -0.05663 0.95406 0.20966 0.129
H 1.55901 -2.21655 0.03066 0.309
H 2.44075 -0.70984 0.25624 0.380
```

Summary:
* highest occupied orbital energy (spin up / spin down): -9.41 / -9.08 eV
* orbital gap (spin up / spin down): 7.596 / 8.041 eV



Model B:
# C4H8NOP

An isolated molecule of C4H8NOP (ωB97M-V with the def2-TZVPD basis set, OMol25).

XYZ file:
```
15
Properties=species:S:1:pos:R:3:mulliken_charge:R:1
C 0.77083 -0.27681 1.02851 -0.742
H -0.85053 -0.48281 -2.06969 0.285
C -0.70342 -1.07612 -1.03221 -1.217
H -2.35895 0.90682 -0.81660 0.034
H 1.08430 -1.37148 0.96691 0.289
P -1.48081 1.40300 0.23048 -0.069
H -1.75135 -1.41893 -0.63879 0.291
H 0.30700 -0.04379 1.89839 0.388
H -2.30313 0.52859 1.02501 0.013
C 1.97892 0.63599 0.72874 -0.152
N 1.84912 1.24551 -0.37035 -0.327
C -0.16049 0.10159 -0.10458 0.581
H 2.92490 0.75478 1.25465 0.415
H 0.01608 -1.88320 -1.13154 0.433
O 0.67754 0.97687 -0.96892 -0.222
```

Summary:
* highest occupied orbital energy: -9.28 eV
* SMILES string: C[C@@]1(P)CC=NO1
* orbital gap: 10.115 eV



The least stable of them is model A.